No. 1
Below is an isolated molecule of C8H15FN2O2, with properties calculated with ωB97M-V/def2-TZVPD.

Structure (XYZ):
```
28
Properties=species:S:1:pos:R:3:forces:R:3:nbo_charge:R:1
F 0.4349 -1.4291 2.5833 0.18 0.28 -1.20 -0.33
O 0.0866 1.7872 1.2960 0.37 -0.17 -0.83 -0.58
O 1.4610 2.1536 -0.4480 0.04 -0.77 0.23 -0.69
N 3.0110 -0.1225 0.4330 -0.41 0.82 0.46 -0.83
N -3.3848 0.5273 -2.3592 -1.10 -0.51 0.17 -0.85
C -2.8323 -0.2026 -1.1948 0.29 1.38 -0.59 -0.22
C 2.0210 0.1623 3.1546 -1.68 -1.98 -1.57 -0.44
C 1.3506 -0.5130 2.1672 1.62 2.59 2.45 0.40
C -1.3269 -0.2149 -1.4701 0.10 -0.86 1.29 -0.40
C 0.9487 1.3839 0.5513 -0.17 0.17 0.89 0.80
C 0.8609 -1.0219 -0.3468 -1.22 0.29 1.14 -0.40
C 1.5407 -0.0467 0.7041 0.38 -1.56 -1.48 -0.06
C -0.6900 -1.0886 -0.3581 0.48 -0.50 -0.30 -0.42
H -3.1960 -1.2432 -1.1192 -0.12 0.57 -0.22 0.19
H 3.2805 -1.0823 0.2458 -0.12 0.17 0.01 0.37
H 3.3309 0.4747 -0.3244 -0.40 -0.14 0.04 0.38
H -3.0802 0.3594 -0.2396 0.48 -0.91 -0.74 0.17
H -0.9673 0.8370 -1.4443 0.03 -0.63 -0.03 0.19
H -4.3945 0.3463 -2.4319 0.61 0.62 -0.01 0.36
H -0.9462 -2.1815 -0.5177 -0.03 1.25 0.00 0.21
H -1.0968 -0.6603 -2.4680 -0.34 0.48 0.68 0.21
H -1.1109 -0.8285 0.6235 0.16 0.03 -0.22 0.22
H -3.1887 1.5328 -2.2734 -0.42 -0.70 0.00 0.36
H 2.7671 0.8943 2.9287 0.19 0.18 -0.18 0.22
H 1.0009 3.0104 -0.4332 0.00 -0.27 0.15 0.50
H 1.7608 -0.0547 4.1819 0.17 -0.02 0.02 0.21
H 1.1661 -0.7477 -1.3515 0.46 -0.01 -0.03 0.21
H 1.1927 -2.0317 -0.0893 0.46 0.22 -0.14 0.21
```
Positions in Å, forces in eV/Å.

Summary:
SMILES ... C=C(F)[C@@](N)(CCCCN)C(=O)O
HOMO level ... -9.068 eV



No. 2
Below is a cluster of 2 separate species, C8H15I in total, with properties calculated with ωB97M-V/def2-TZVPD.

Structure (XYZ):
```
24
Properties=species:S:1:pos:R:3:forces:R:3:nbo_charge:R:1
I 0.9787 2.2595 3.2978 -1.22 -0.65 0.02 0.06
C -1.3195 -1.7658 -2.3253 0.42 -0.87 0.82 -0.65
C 1.1738 0.0576 0.1265 0.50 0.07 -0.57 -0.43
C 0.0859 -0.8381 -0.4183 0.31 -0.94 -0.72 0.04
C -0.9361 1.3953 2.6524 0.08 -0.58 0.21 0.02
C -0.2974 -2.0274 0.4680 1.22 0.11 -2.02 -0.67
C 2.3578 -0.6650 0.8694 -0.12 2.47 -2.82 -0.60
C -1.4193 0.2400 3.5174 1.09 1.71 -0.39 -0.86
C -0.4302 -0.7611 -1.6640 -0.19 -0.97 2.17 -0.21
H -0.7479 -2.7171 -2.3663 -0.54 0.25 -0.15 0.21
H -1.3745 -2.0869 0.3343 -0.06 -0.67 0.71 0.22
H 1.5813 0.6791 -0.7169 -0.31 -0.43 0.88 0.21
H 2.0617 -1.3672 1.5480 -0.86 -2.01 1.65 0.20
H -1.9510 -0.5329 2.9409 0.84 -0.06 -0.01 0.27
H -2.2884 0.7133 3.9632 -0.40 0.58 0.46 0.28
H -0.7117 0.0169 4.3181 -0.36 -0.92 -0.15 0.22
H 2.9302 0.0779 1.4089 0.23 0.24 0.03 0.21
H 0.7296 0.7215 0.8432 -0.33 0.57 0.28 0.21
H 2.9770 -1.0847 0.0865 0.36 -0.41 0.14 0.21
H -0.2705 0.0703 -2.2471 0.95 1.93 -1.18 0.19
H -2.2509 -1.9653 -1.7806 0.10 0.02 -0.10 0.21
H 0.2446 -2.9188 0.0024 -0.98 0.74 0.84 0.22
H -1.5546 -1.4564 -3.3281 -0.16 0.04 -0.38 0.22
H 0.0985 -1.8688 1.4646 -0.57 -0.22 0.26 0.21
```
Positions in Å, forces in eV/Å.

Summary:
HOMO level ... -8.495 eV



No. 3
Below is a cluster of 2 separate species, C8H15N2O2 in total, with properties calculated with ωB97M-V/def2-TZVPD.

Structure (XYZ):
```
27
Properties=species:S:1:pos:R:3:forces:R:3:mulliken_spin:R:1
O -0.9372 1.6411 -2.0359 -0.31 -0.07 0.35 0.17
O 2.7886 0.1324 1.0347 1.62 -0.23 -1.65 0.39
N -2.3316 2.0104 0.0995 5.35 -0.54 -0.61 0.08
N 1.6858 -0.3448 1.4172 -3.19 0.13 2.04 0.56
C 1.8141 -2.7319 0.9552 1.55 1.17 -0.48 0.09
C -0.4627 -1.5653 1.1968 0.19 1.53 -3.27 0.02
C -3.6954 1.9606 -0.1393 -2.47 0.61 -0.92 0.00
C -1.2841 1.8697 -0.6705 -5.64 -0.12 2.41 0.10
C -0.0029 1.5431 -0.9211 1.56 1.40 -0.61 0.51
C 1.0247 -1.2557 -0.8379 -1.81 1.09 0.44 0.04
C 1.0066 -1.4830 0.6906 1.23 0.59 -1.11 -0.04
C 1.3100 2.2311 -0.9213 0.43 -1.00 2.31 0.05
H 1.5714 2.3904 0.1676 -0.17 -0.47 -1.01 0.00
H 1.8601 -0.8625 -1.3658 1.56 0.44 0.59 0.00
H 1.2742 -3.5929 0.6808 -0.52 -1.43 -0.29 0.00
H 0.2699 -0.4422 -0.9715 0.09 -0.90 -0.47 0.04
H -3.8874 2.0797 -1.2259 -0.57 -0.08 0.41 0.00
H -1.0597 -0.6466 0.8750 0.89 -1.01 0.38 -0.01
H -4.2285 1.0312 0.2262 1.03 0.57 -0.41 0.01
H 2.7520 -2.6305 0.3468 -0.73 -0.30 0.41 0.00
H 2.1547 -2.7359 1.9733 -0.10 -0.29 0.76 -0.02
H 0.8105 -2.1213 -1.4328 -0.87 -0.77 -0.17 0.01
H -4.2586 2.7743 0.4367 0.91 -0.75 -0.84 0.01
H 2.0989 1.5552 -1.2891 -0.24 0.63 -0.15 0.00
H -1.0070 -2.4254 0.8238 0.07 -0.38 -0.41 0.00
H -0.5140 -1.6103 2.2112 0.15 0.00 3.10 0.01
H 1.2476 3.2290 -1.3243 0.01 0.20 -0.80 0.02
```
Positions in Å, forces in eV/Å.

Summary:
Expectation value of S² ... 2.01
Spin multiplicity ... 3
HOMO level (alpha / beta) ... -1.190 / -1.664 eV
Total charge ... -1



No. 4
Below is a structure of composition C8H15N2OS2, with properties calculated with ωB97M-V/def2-TZVPD.

Structure (XYZ):
```
28
Properties=species:S:1:pos:R:3:forces:R:3:nbo_charge:R:1
S -3.0117 0.2389 -0.2785 0.09 -0.16 -1.19 1.20
S -0.9198 2.0110 0.3554 0.03 1.02 -0.20 0.51
O -2.8006 -0.9167 -1.2361 -0.86 0.37 1.21 -0.95
N -0.1727 -1.2476 0.5804 0.35 1.16 -0.58 -0.38
N 1.7787 0.1920 0.1674 -0.68 0.98 0.17 -0.45
C 2.0190 0.0418 -1.2870 -0.86 -0.65 0.24 -0.45
C 1.6579 1.7415 0.4981 4.20 -1.74 -3.72 -0.19
C -0.1990 -2.0034 -0.6801 3.40 2.53 0.03 -0.45
C -1.6481 1.2478 -0.8798 -0.08 -0.08 0.82 -0.49
C 0.6851 2.4709 -0.3758 -1.41 -1.51 -1.45 -0.60
C -1.5044 -1.5136 1.2074 0.77 -1.58 1.37 -0.25
C -2.4111 -0.3086 1.3944 2.32 0.62 1.50 -0.65
C 0.6393 -0.3677 1.0539 -0.77 -0.45 0.77 0.24
H 2.7552 1.9779 0.3070 -1.46 0.64 0.15 0.23
H 1.2600 0.1390 -1.9933 -2.25 0.42 -0.29 0.25
H 0.9537 3.4548 -0.2779 0.16 2.81 0.80 0.26
H 2.3322 -0.9300 -1.4024 1.05 -2.24 -0.40 0.22
H 2.7481 0.6420 -1.6998 2.04 1.74 0.06 0.24
H 0.7098 -1.8468 -1.2602 -0.50 0.27 -0.12 0.19
H -0.0421 -2.9218 -0.2956 -0.61 -3.78 0.45 0.22
H -3.1603 -0.7640 2.0106 -1.26 0.35 -0.02 0.27
H 0.5148 2.4174 -1.4941 0.81 -0.93 1.19 0.28
H 1.4374 1.9625 1.4772 -0.42 -0.30 2.41 0.25
H 2.6750 -0.2174 0.4955 -0.81 0.80 0.89 0.45
H -1.3571 -2.1498 2.1560 -0.19 1.35 -1.15 0.25
H -1.8926 0.5325 2.0865 -1.30 -1.77 -1.92 0.27
H -1.0798 -1.6727 -1.1106 -1.65 -0.35 -1.66 0.28
H -1.9671 -2.2097 0.4815 -0.11 0.49 0.65 0.26
```
Positions in Å, forces in eV/Å.

Summary:
HOMO level ... -12.448 eV
Total charge ... +1



No. 5
Below is an isolated molecule of C8H15N2PS, with properties calculated with ωB97M-V/def2-TZVPD.

Structure (XYZ):
```
27
Properties=species:S:1:pos:R:3:forces:R:3:nbo_charge:R:1
S -1.2060 -0.8986 -1.7704 1.45 -0.70 0.05 -0.31
P 0.6719 -1.4789 -0.3214 -0.88 1.03 -1.15 1.18
N 2.0668 -0.8318 -1.0195 -2.49 0.57 1.44 -0.76
N 0.3169 -0.2047 0.7784 0.01 -1.19 -1.80 -0.79
C -2.9928 1.3666 0.9423 -0.81 -0.93 0.51 -0.02
C -0.7485 0.7579 0.5714 -1.20 -2.62 2.86 -0.19
C -2.2711 0.1875 0.5401 1.48 2.23 -1.31 -0.35
C 0.5250 -0.6139 2.1360 0.06 -1.45 0.43 -0.42
C -3.6254 2.3043 1.3118 -0.75 2.46 0.59 -0.24
C -2.6703 -0.1962 -0.8692 2.39 1.35 -1.81 -0.47
C 2.3456 0.6270 -0.8828 -0.40 -1.37 -3.07 -0.42
C 3.0294 -1.5568 -1.7758 0.77 1.82 -0.30 -0.40
H 3.1081 -1.1854 -2.8082 0.00 -0.04 0.16 0.19
H -0.6395 1.4709 1.3642 -0.30 0.25 0.88 0.21
H -2.8931 0.6803 -1.5516 -0.28 -0.96 1.15 0.23
H -0.7591 1.3525 -0.2530 0.92 1.21 -2.91 0.21
H 3.1797 0.7884 -0.1902 0.34 0.22 -0.86 0.20
H -3.3479 -0.9922 -0.9474 -1.45 -0.55 0.20 0.22
H 2.3342 0.9431 -2.0144 1.02 0.28 2.30 0.20
H 2.9943 -2.6044 -1.8033 -0.71 -1.46 0.32 0.22
H 1.0477 -1.5895 2.3299 -0.06 0.73 -1.08 0.22
H 1.1276 0.1077 2.6286 0.05 0.85 1.03 0.20
H 3.8872 -1.2609 -1.2130 1.66 -0.30 -0.37 0.19
H -0.4367 -0.8490 2.5472 -0.62 0.52 1.09 0.19
H 1.4915 1.0712 -0.4487 -0.63 0.54 0.34 0.23
H -2.4779 -0.6653 1.1017 0.07 -1.18 1.67 0.23
H -4.0575 3.2702 1.6175 0.37 -1.30 -0.36 0.24
```
Positions in Å, forces in eV/Å.

Summary:
SMILES ... C#C[C@H]1CSP(N(C)C)N(C)C1
HOMO level ... -7.868 eV



No. 6
Below is an isolated molecule of C8H15N3O5, with properties calculated with ωB97M-V/def2-TZVPD.

Structure (XYZ):
```
31
Properties=species:S:1:pos:R:3:forces:R:3:nbo_charge:R:1
O 1.3924 -1.8933 2.4999 -0.46 -0.46 1.62 -0.66
O 3.1503 -1.3862 1.2350 1.36 -0.27 0.89 -0.62
O -1.1455 -1.3776 1.7524 0.64 -0.11 -0.13 -0.66
O -3.4313 -0.4967 0.0089 -2.25 -1.06 -1.52 -0.70
O 1.7441 1.1259 -1.2340 -0.27 0.42 0.00 -0.66
N 0.2784 -0.1997 0.3915 -1.92 -2.07 1.50 -0.65
N 3.8597 0.4210 -0.9873 -1.34 -1.24 -0.02 -0.80
N -1.2307 2.1075 1.0243 -0.71 0.58 2.17 -0.82
C -2.8313 0.7365 -0.1394 0.16 1.66 -0.55 0.11
C -2.2987 0.9639 -1.5829 -0.26 0.21 1.52 -0.65
C -0.8776 -0.3823 1.0855 -1.21 1.70 -0.07 0.70
C 1.0357 -1.3922 0.1271 0.58 -1.77 0.84 -0.16
C 1.9902 -1.6131 1.4001 -1.20 0.83 -3.18 0.81
C 1.9479 -1.2135 -1.0742 0.43 0.12 -0.72 -0.52
C 2.4910 0.1785 -1.0427 1.97 1.52 -0.87 0.71
C -1.8962 0.8401 1.0188 2.73 -1.22 -0.50 -0.14
H 0.4302 0.5926 -0.1746 0.18 0.94 -0.80 0.44
H -2.5053 0.7729 1.8796 -0.53 -0.27 1.06 0.22
H 2.7466 -1.9455 -1.1758 -0.10 -0.11 0.60 0.25
H -0.7606 2.2540 1.9268 -0.23 0.04 -0.73 0.37
H 4.1282 1.3303 -0.7034 -0.10 1.08 -0.07 0.39
H -1.7560 0.1507 -1.9839 0.97 -1.18 0.09 0.21
H -4.1550 -0.5656 -0.6790 1.19 -0.06 1.24 0.47
H -3.4818 1.5999 0.1482 -0.25 -0.54 -0.81 0.17
H -1.6694 1.8475 -1.6609 -0.34 0.25 -0.17 0.22
H 1.4637 -1.2320 -2.0506 -0.67 -0.14 0.20 0.25
H 4.3832 -0.2587 -0.4895 0.38 -0.85 0.31 0.40
H -0.5849 2.2364 0.3042 1.12 0.26 -1.29 0.36
H 0.4089 -1.8949 2.3653 -0.04 -0.06 -0.08 0.52
H 0.3318 -2.2815 0.0293 0.82 1.05 0.01 0.23
H -3.1582 0.9748 -2.2186 -0.65 0.73 -0.54 0.21
```
Positions in Å, forces in eV/Å.

Summary:
SMILES ... C[C@@H](O)[C@H](N)C(=O)N[C@@H](CC(N)=O)C(=O)O
HOMO level ... -9.302 eV



No. 7
Below is the ion C8H15N4O with charge +1, with properties calculated with ωB97M-V/def2-TZVPD.

Structure (XYZ):
```
28
Properties=species:S:1:pos:R:3:forces:R:3:nbo_charge:R:1
O -1.9027 -0.2332 1.3333 -0.08 -0.10 -0.63 -0.47
N -1.6055 -2.4946 -3.4220 1.51 -0.24 -1.80 -0.80
N -0.8022 -0.3816 -0.6618 -0.09 -0.96 -0.35 -0.24
N 1.4505 0.3651 0.9432 1.70 1.70 -2.05 -0.59
N 0.4213 -0.4697 -1.2169 0.23 0.31 -0.91 -0.33
C 1.9140 -0.7661 1.7567 -1.78 -0.30 1.47 -0.43
C -1.6696 -1.0784 -1.4052 -0.08 -1.23 -2.96 -0.05
C 0.2726 -1.1153 -2.3688 -1.44 -0.15 1.65 0.01
C -1.0561 -1.5840 -2.5654 0.38 0.72 2.07 0.11
C -0.9645 0.0521 0.6422 -0.43 0.24 2.05 0.68
C 0.0166 1.6497 2.5631 -1.32 -0.55 -3.08 -0.60
C 0.1154 1.0058 1.1003 0.00 1.04 1.95 0.03
C 0.0207 2.1795 0.1539 0.52 1.67 0.24 -0.65
H 2.0443 1.2418 1.0594 -0.14 -1.86 -0.26 0.43
H 1.1507 -1.3788 -2.8010 2.25 -0.60 -1.88 0.22
H 1.3912 -0.0102 -0.2133 -0.14 0.65 1.47 0.48
H 0.8497 2.8961 0.1764 0.51 -0.57 0.14 0.24
H 0.2982 0.9771 3.3238 0.54 -0.41 0.99 0.23
H 2.9461 -0.9720 1.6375 0.91 0.08 -0.37 0.24
H 0.5427 2.5918 2.4443 0.41 -0.12 0.70 0.22
H -2.5311 -2.7839 -3.3462 -1.69 -0.10 0.76 0.40
H -1.2842 -2.7798 -4.3595 0.49 0.89 1.14 0.42
H 1.3338 -1.6573 1.5617 -0.10 -0.25 -0.89 0.23
H -0.7777 2.8907 0.3243 -0.72 -0.41 0.71 0.26
H 1.6781 -0.6738 2.8185 0.37 0.72 0.04 0.23
H -1.0350 1.8902 2.6524 -0.20 0.08 0.42 0.25
H -0.1308 1.8824 -0.8295 0.09 -0.47 -1.89 0.23
H -2.6866 -1.2436 -1.3012 -1.69 0.24 1.28 0.24
```
Positions in Å, forces in eV/Å.

Summary:
SMILES ... C[NH2+]C(C)(C)C(=O)n1cc(N)cn1
HOMO level ... -11.887 eV
Total charge ... +1



No. 8
Below is a cluster of 3 separate species, C8H15NO4S in total, with properties calculated with ωB97M-V/def2-TZVPD.

Structure (XYZ):
```
29
Properties=species:S:1:pos:R:3:forces:R:3:nbo_charge:R:1
S -0.7884 -0.5936 0.1377 0.52 -0.42 0.05 1.66
O -2.6365 1.3132 3.1450 -0.12 1.63 -0.40 -0.53
O -2.5024 -0.9036 3.6930 0.07 -1.65 0.42 -0.52
O -0.3840 -2.2003 0.2156 -0.58 0.62 -0.35 -0.71
O -1.8758 -0.2897 1.0368 -0.22 -0.08 0.06 -0.95
N 0.6471 -0.1693 0.9969 -0.65 -0.15 -0.06 -0.83
C 1.6545 -1.1526 0.6965 0.18 -0.48 -0.11 -0.26
C -1.7713 1.7896 -1.6940 0.10 0.01 -0.15 -0.66
C 1.5506 -3.6256 0.0941 -0.39 0.33 0.13 -0.62
C -0.2956 2.0080 -1.5769 -0.04 0.22 -0.04 0.04
C 0.8727 -2.4650 0.8058 1.04 -0.24 0.51 0.09
C 0.0984 3.1988 -0.7579 0.12 -0.09 -0.10 -0.65
C 0.5986 1.2052 -2.1336 0.11 0.07 -0.18 -0.44
C -2.5585 0.1926 3.3692 -0.02 0.08 0.30 1.05
H 2.0645 -1.0525 -0.3201 0.04 -0.04 0.07 0.18
H 0.9767 -4.5358 0.2333 -0.02 -0.14 0.01 0.23
H 0.7081 -2.7078 1.8638 0.07 0.07 -0.10 0.19
H -0.2973 3.1049 0.2525 -0.07 0.08 0.17 0.22
H -2.2538 2.7000 -2.0456 -0.10 0.08 -0.03 0.22
H 0.3088 0.3543 -2.7261 -0.14 -0.19 -0.10 0.20
H 0.9232 0.7841 0.8139 -0.10 0.18 -0.19 0.40
H 1.6571 1.3825 -2.0421 0.25 0.11 0.06 0.19
H 1.1782 3.3125 -0.7108 0.11 0.03 0.04 0.21
H -2.0015 0.9810 -2.3814 -0.06 -0.09 -0.04 0.22
H 1.6175 -3.4168 -0.9705 0.05 0.01 -0.11 0.21
H 2.5492 -3.7667 0.4971 0.13 -0.06 0.06 0.21
H 2.4723 -1.1010 1.4182 -0.06 -0.05 -0.02 0.22
H -2.1909 1.5481 -0.7190 -0.17 0.06 0.08 0.23
H -0.3215 4.1055 -1.1914 -0.06 0.11 0.04 0.22
```
Positions in Å, forces in eV/Å.

Summary:
HOMO level ... -9.312 eV